# 1
# C12H23BrN8OP

A 7-piece molecular cluster, C12H23BrN8OP overall at a distorted geometry (the ωB97M-V functional and the def2-TZVPD basis, the OMol25 dataset).

XYZ file:
```
46
Properties=species:S:1:pos:R:3:nbo_charge:R:1
N -5.28210 2.33383 3.04898 -1.1817
P -5.63940 1.14268 1.97426 1.4542
O -6.79672 1.80911 1.07308 -0.9917
N -4.34853 1.35131 0.55479 -0.9000
Br -2.63015 1.50224 1.29852 0.3309
H -4.34301 2.33548 3.45088 0.4531
H -5.58640 3.27144 2.80067 0.4147
H -7.63478 1.79207 1.55740 0.5298
H -4.37766 0.51217 -0.02547 0.4404
H -4.52805 2.15574 -0.05309 0.4390
C -0.54661 0.16357 4.46721 -0.7396
C -1.45419 1.29012 4.55826 0.3534
N -2.20045 2.16416 4.53266 -0.4288
H 0.48437 0.48528 4.58411 0.2742
H -0.75704 -0.57198 5.24253 0.2758
H -0.63507 -0.31872 3.49946 0.2709
C 0.73168 0.20818 -0.81614 -0.7400
C 0.82759 0.01703 0.62177 0.3218
N 0.92933 -0.14750 1.75395 -0.3883
H 0.05184 -0.51414 -1.26528 0.2685
H 0.37902 1.21186 -1.04953 0.2442
H 1.70028 0.08225 -1.29187 0.2925
C 0.83105 2.78163 -4.59695 -0.7249
C 1.70181 1.84360 -3.90651 0.3094
N 2.41409 1.11207 -3.38429 -0.3590
H 0.97382 2.70566 -5.67306 0.2682
H -0.21320 2.57079 -4.37412 0.2485
H 1.05426 3.80198 -4.29130 0.2611
C 3.87210 0.48603 6.03525 -0.7257
C 2.65137 0.05808 6.70054 0.2936
N 1.69158 -0.28655 7.22606 -0.3415
H 3.88399 0.13924 5.00346 0.2550
H 3.94588 1.57180 6.03801 0.2572
H 4.74322 0.08039 6.54581 0.2628
C 4.02468 -2.48371 -2.16563 -0.7316
C 2.61687 -2.45491 -2.52353 0.3242
N 1.50721 -2.43580 -2.81379 -0.3805
H 4.48959 -1.52775 -2.40135 0.2671
H 4.14268 -2.67817 -1.10127 0.2580
H 4.53959 -3.26648 -2.71912 0.2652
C 0.31003 -3.85618 -5.88894 -0.7211
C 0.71301 -4.48138 -7.13814 0.2794
N 1.03336 -4.97425 -8.12267 -0.3215
H 1.05401 -3.13537 -5.55627 0.2594
H -0.63765 -3.33446 -6.00962 0.2473
H 0.19003 -4.60051 -5.10436 0.2557
```

Results
* net charge: +1
* HOMO-LUMO gap: 8.42 eV
* relative energy (zero: lowest compared OMol25 entry of this formula, charge and spin): 8.0 kcal/mol
* energy: -106108.7162 eV



# 2
# C15H15N2O5Zr

C15H15N2O5Zr as an isolated structure (the ωB97M-V functional and the def2-TZVPD basis, the OMol25 dataset).

XYZ file:
```
38
Properties=species:S:1:pos:R:3:nbo_charge:R:1
Zr -0.39604 -0.58348 -0.52885 2.2515
O 0.21629 3.03460 -2.89214 -0.5946
C 0.32267 1.95231 -2.18317 0.8320
O -0.61706 1.18266 -1.96535 -0.6518
C 1.65658 1.64292 -1.62031 0.0559
C 2.82104 2.36156 -1.75503 -0.1575
C 3.96619 1.85147 -1.13059 -0.1226
C 3.90249 0.66105 -0.42857 -0.1589
C 2.68101 0.00017 -0.35914 0.1547
N 1.59891 0.49979 -0.93054 -0.5210
C 2.42392 -1.32307 0.35245 0.7534
O 3.29102 -1.85469 0.98318 -0.5179
O 1.18896 -1.72893 0.16204 -0.7982
H -0.69533 3.14800 -3.21461 0.5318
H 2.84303 3.28164 -2.32131 0.2606
H 4.90102 2.39003 -1.20535 0.2532
H 4.76129 0.22471 0.06295 0.2742
C -1.68588 -3.67632 -1.92387 -0.7338
C -1.32469 -2.32333 -1.46831 0.2350
O -2.00794 -1.30855 -1.75507 -0.6127
H -2.59990 -3.68644 -2.51553 0.2457
H -1.78153 -4.31917 -1.04547 0.2719
H -0.84687 -4.08566 -2.49150 0.2690
C -1.05977 2.47999 0.97522 -0.6481
C -1.49464 1.25493 1.71194 0.1047
C -2.15121 1.16635 2.89535 -0.2445
C -2.31415 -0.22277 3.20465 -0.2666
C -1.74538 -0.93971 2.20414 0.1375
C -1.63915 -2.41873 2.02092 -0.6590
N -1.22009 -0.04771 1.25261 -0.7593
H -1.58024 2.60120 0.02136 0.2068
H 0.02208 2.49902 0.79554 0.1935
H -1.29441 3.35827 1.57329 0.2558
H -2.48309 2.00284 3.48971 0.2288
H -2.79685 -0.63768 4.07493 0.2330
H -1.99553 -2.92408 2.91605 0.2529
H -0.60831 -2.73841 1.84794 0.2379
H -2.25844 -2.77478 1.19044 0.2067
```

Results
* net charge: +1
* HOMO-LUMO gap: 5.71 eV
* relative energy (zero: lowest compared OMol25 entry of this formula, charge and spin): 0.0 kcal/mol
* energy: -30293.8836 eV



# 3
# C3H9NOS

A 2-piece molecular cluster, C3H9NOS overall at a distorted geometry (the ωB97M-V functional and the def2-TZVPD basis, the OMol25 dataset).

XYZ file:
```
15
Properties=species:S:1:pos:R:3:nbo_charge:R:1
C -1.46294 0.27782 1.09305 -0.6121
C -1.09315 0.39342 -0.40535 -0.5063
C 0.24023 0.98914 -0.74926 0.4114
N 1.73438 -1.22702 -0.22289 -0.9159
O 0.80142 0.39990 -1.70174 -0.6771
S 1.68388 -0.25128 1.19031 -0.2023
H -0.87922 -0.39013 1.74128 0.2381
H -2.45577 0.05019 1.29567 0.2045
H -1.24923 1.26870 1.50901 0.1993
H -1.88765 1.02334 -0.94692 0.2388
H -0.95805 -0.66048 -0.68814 0.2094
H 0.49711 1.96776 -0.44709 0.1710
H 1.04108 -1.90229 -0.10453 0.3824
H 2.63030 -1.51880 -0.23708 0.3904
H 1.35760 -0.42026 -1.32635 0.4685
```

Results
* HOMO-LUMO gap: 8.36 eV
* relative energy (zero: lowest compared OMol25 entry of this formula, charge and spin): 74.9 kcal/mol
* energy: -17626.9568 eV



# 4
# C6H14N2

A 2-piece molecular cluster, C6H14N2 overall at a distorted geometry (the ωB97M-V functional and the def2-TZVPD basis, the OMol25 dataset).

XYZ file:
```
22
Properties=species:S:1:pos:R:3:nbo_charge:R:1
C 1.76479 1.57893 1.32835 -0.3911
C 0.68505 2.13312 0.73613 -0.1775
C 0.45530 2.21194 -0.75488 -0.2596
N -0.79884 1.53062 -1.11769 -0.8260
H 1.83082 1.44292 2.43156 0.2043
H 2.63714 1.24924 0.69564 0.1955
H -0.16011 2.42360 1.35643 0.1860
H 0.47365 3.25489 -1.15986 0.1733
H 1.28958 1.68184 -1.21692 0.1933
H -1.07169 1.75714 -2.09540 0.3584
H -1.51817 1.89742 -0.50313 0.3479
C 0.89083 -2.05052 -1.38484 -0.5403
C -0.22439 -1.52438 -0.77467 0.0491
N -0.47174 -1.53043 0.59516 -0.6170
C -1.69069 -2.06167 1.16580 -0.4056
H 1.72363 -2.40085 -0.72155 0.1813
H 1.05991 -1.97821 -2.41800 0.2030
H -1.08204 -1.17727 -1.34415 0.1940
H 0.38716 -1.87728 1.09387 0.3625
H -1.67346 -1.90612 2.24061 0.2004
H -2.58263 -1.49512 0.77180 0.1959
H -1.92411 -3.15980 1.07576 0.1721
```

Results
* HOMO-LUMO gap: 8.90 eV
* relative energy (zero: lowest compared OMol25 entry of this formula, charge and spin): 57.1 kcal/mol
* SMILES: C=CCN.C=CNC
* energy: -9427.0086 eV



# 5
# C4H5N3S

A single C4H5N3S molecule at a distorted geometry (the ωB97M-V functional and the def2-TZVPD basis, the OMol25 dataset).

XYZ file:
```
13
Properties=species:S:1:pos:R:3:nbo_charge:R:1
C 0.69905 -1.35659 1.51031 -0.4156
N 0.57563 -0.51658 0.32576 -0.1908
N 1.70579 -0.47599 -0.46155 0.0499
N 1.70429 0.27869 -1.48939 -0.2122
C 0.61935 0.99409 -1.81576 -0.0030
C -0.53233 0.98391 -1.05041 -0.2111
C -0.54640 0.17251 0.08767 0.0562
S -1.92730 0.10117 1.10010 -0.2480
H 1.69339 -1.77718 1.40726 0.2284
H 0.68199 -0.73905 2.40690 0.2299
H -0.14046 -2.05201 1.49241 0.2396
H 0.65549 1.54927 -2.76271 0.2202
H -1.39163 1.63399 -1.16009 0.2565
```

Results
* HOMO-LUMO gap: 7.72 eV
* relative energy (zero: lowest compared OMol25 entry of this formula, charge and spin): 54.2 kcal/mol
* SMILES: Cn1nnccc1=S
* energy: -19532.5297 eV